88
Properties=species:S:1:pos:R:3:forces:R:3:lowdin_charge:R:1 method="wB97M-V/def2-TZVPD" e_homo_ev=-9.93 largest_force_ev_per_a=0.23 relative_energy_kj_mol=0.0 charge=+1 molar_mass_g_mol=890.1
H -2.715 1.382 1.684 0.007 0.008 -0.035 0.0810
H 3.382 -0.101 4.889 0.001 0.000 0.001 0.1116
C -2.409 -1.675 1.595 0.010 -0.008 -0.008 -0.2764
H -5.490 -3.250 -0.168 -0.002 -0.001 0.000 0.1129
C -4.070 2.876 -0.838 -0.004 0.033 -0.002 -0.0492
C -4.416 1.528 -0.791 -0.008 -0.019 -0.004 -0.0464
C 3.157 2.956 -3.790 0.010 0.001 -0.021 -0.0661
H 1.171 -4.298 -4.143 0.001 -0.001 0.001 0.1141
N 1.617 -2.352 -0.001 -0.005 0.022 -0.014 0.1385
C 3.171 1.026 0.145 0.014 -0.012 0.026 -0.0910
H -1.401 4.442 4.357 0.002 0.002 -0.002 0.1104
C -1.438 -2.775 -5.639 0.006 -0.016 -0.008 -0.0626
C -1.334 3.424 3.995 -0.008 0.006 0.000 -0.0662
H -2.845 3.695 2.492 0.000 -0.001 0.001 0.1074
H -3.611 -0.463 -0.740 0.002 0.004 0.005 0.0973
H 1.940 0.138 2.900 -0.015 0.003 -0.002 0.0871
H 4.468 -2.270 5.372 0.001 -0.001 0.000 0.1100
H -2.014 -2.800 -6.556 0.001 -0.001 -0.001 0.1109
C 2.064 1.112 -4.884 -0.024 -0.002 0.015 -0.0577
C 0.855 -2.792 -2.094 -0.007 -0.005 -0.024 -0.0523
H 3.464 2.420 -5.844 0.002 -0.002 -0.001 0.1105
C 2.830 -3.115 2.535 -0.008 -0.004 0.003 -0.0112
H 4.586 2.376 2.905 0.003 0.002 -0.001 0.1121
H -2.440 4.273 -0.941 0.001 0.000 0.000 0.1190
H 3.420 0.389 -0.697 0.000 0.000 0.005 0.1189
C -1.164 0.795 3.060 -0.006 0.003 0.019 -0.2529
H -0.112 -4.379 -6.237 0.000 0.000 -0.001 0.1056
C -2.742 3.236 -0.877 0.000 -0.008 0.002 -0.0073
N -2.103 0.934 -0.747 0.000 -0.003 -0.041 -0.0770
N -0.430 2.508 -0.910 0.031 0.048 -0.002 -0.0548
C -0.367 -3.667 -5.465 -0.011 0.008 0.003 -0.0838
H -5.447 1.205 -0.787 -0.001 0.000 0.001 0.1125
C 3.217 -0.949 4.236 -0.009 -0.015 0.010 -0.0577
C 1.586 2.400 1.332 -0.010 0.002 -0.020 -0.0856
C 1.897 1.586 0.245 0.023 -0.009 -0.010 -0.3374
C 3.829 2.146 2.166 0.005 0.008 -0.004 -0.0753
C -3.705 -1.319 1.969 0.010 0.008 0.011 -0.0945
C -4.630 -2.814 0.324 -0.005 0.019 0.011 -0.0679
H 2.673 -3.947 1.862 0.002 0.000 0.001 0.1177
C -2.143 3.006 2.946 0.008 0.014 0.016 -0.0681
H -3.862 -0.586 2.752 -0.009 -0.012 0.000 0.1088
O 0.283 -0.873 1.175 0.001 -0.026 -0.020 -0.3103
H 3.847 3.789 -3.823 -0.001 -0.001 -0.001 0.1099
C -1.772 2.232 -0.846 -0.046 -0.016 0.013 -0.3671
H 2.316 3.339 3.113 -0.002 -0.004 -0.003 0.1079
H -3.203 -3.921 -0.841 -0.001 -0.001 -0.001 0.1159
C 1.357 -1.745 1.084 -0.028 0.010 0.025 -0.3479
C -0.460 2.530 4.598 -0.008 -0.015 -0.001 -0.0746
H 0.150 2.847 5.434 0.002 0.001 0.001 0.1111
H -2.585 -1.174 -4.796 -0.001 -0.001 -0.003 0.1196
C -2.248 -2.637 0.586 0.010 0.003 0.013 -0.1274
P 0.685 1.216 -1.055 -0.115 -0.049 0.082 0.8810
H 1.897 0.508 -5.766 0.000 0.000 0.002 0.1119
C 3.833 -2.164 4.502 0.008 0.000 -0.003 -0.0620
C -1.045 -1.789 -3.453 0.048 0.022 -0.070 -0.3532
C -0.379 1.225 4.135 0.001 0.006 -0.004 -0.1012
H 0.591 2.816 1.436 0.009 0.005 -0.008 0.0961
H -0.163 3.467 -1.079 0.001 -0.012 -0.001 0.1266
H 5.119 0.868 1.019 0.001 0.001 0.002 0.1150
C -1.766 -1.869 -4.666 0.000 0.003 0.023 -0.0103
H 1.627 -3.556 -2.069 0.001 0.004 0.006 0.1359
C -3.348 -3.189 -0.057 0.023 -0.005 -0.004 -0.0641
C 4.132 1.303 1.105 0.003 0.000 -0.002 -0.0628
H -4.837 3.640 -0.861 0.001 0.001 -0.001 0.1171
O -1.438 -0.867 -2.605 -0.051 -0.049 0.049 -0.2374
C -2.062 1.700 2.487 0.014 -0.007 -0.015 -0.0941
H 4.124 -4.190 3.856 0.000 0.000 0.001 0.1107
C 1.607 1.578 -2.566 0.031 -0.003 0.021 -0.3210
C -4.807 -1.892 1.346 -0.012 -0.005 -0.018 -0.0682
C 0.344 -3.616 -4.300 0.000 -0.001 0.004 -0.0454
C -3.405 0.599 -0.761 0.014 -0.024 0.021 -0.1220
H -0.358 -1.795 3.462 0.013 0.006 0.000 0.0533
H -1.258 -3.000 0.324 -0.013 0.012 -0.007 0.0929
H 2.693 3.241 -1.721 -0.011 0.001 -0.018 0.1101
C 2.498 2.653 -2.611 0.004 0.002 -0.005 -0.0864
H 0.703 -0.018 -3.673 -0.037 -0.040 0.008 0.0781
C 2.941 2.184 -4.926 0.008 0.013 0.009 -0.0644
C 2.557 2.689 2.282 0.003 -0.003 0.001 -0.0761
H -5.805 -1.611 1.654 0.000 0.000 0.001 0.1135
H 0.299 0.532 4.621 0.004 0.001 0.000 0.0973
Si -0.924 -0.921 2.423 -0.042 -0.025 0.010 0.7193
N 0.736 -2.052 -1.039 -0.039 -0.022 -0.050 -0.1791
Os -0.585 -0.541 -0.820 0.183 0.128 0.043 1.1176
C 3.641 -3.244 3.649 -0.011 0.001 -0.007 -0.0577
C 2.199 -1.900 2.280 0.014 -0.011 -0.011 -0.1784
C 1.393 0.812 -3.706 -0.003 -0.005 -0.032 -0.0659
C 0.038 -2.695 -3.266 0.017 0.021 0.024 -0.1500
C 2.398 -0.816 3.128 0.000 0.013 -0.004 -0.0587


88
Properties=species:S:1:pos:R:3:forces:R:3:lowdin_charge:R:1 method="wB97M-V/def2-TZVPD" e_homo_ev=-9.53 largest_force_ev_per_a=0.51 relative_energy_kj_mol=0.0 charge=+1 molar_mass_g_mol=890.1
C -3.649 -2.197 1.565 -0.036 -0.030 0.018 -0.0242
H -5.657 0.172 -4.946 0.001 0.002 0.002 0.1096
H -0.150 -2.773 -0.447 -0.008 0.013 -0.004 0.0929
H 2.506 -4.886 2.166 0.003 0.001 0.009 0.1025
P 2.202 -2.146 1.017 -0.054 -0.037 0.164 0.8317
C -0.628 -4.837 -0.090 0.002 -0.002 -0.003 -0.0745
H 6.274 -2.301 -2.903 -0.002 0.002 0.001 0.1097
H 2.554 -0.899 5.753 -0.007 -0.039 -0.038 0.1089
H 6.338 -0.619 -1.095 -0.005 0.002 0.006 0.1100
Os 0.219 0.620 0.682 0.341 -0.152 0.294 1.2240
C -2.607 -2.260 2.469 0.040 0.019 0.009 -0.0190
C 1.268 -3.697 0.870 -0.056 0.018 -0.019 -0.2980
H 4.581 2.083 3.152 -0.009 -0.007 0.000 0.1096
H -3.611 1.965 2.016 -0.004 -0.009 0.008 0.1183
H 1.656 3.576 -2.863 -0.001 -0.004 -0.007 0.0945
N 1.287 -0.891 0.841 0.251 -0.015 -0.443 -0.3695
H 4.446 -3.956 -2.997 -0.003 0.000 0.003 0.1093
C 3.474 -3.210 -1.237 -0.006 -0.021 0.015 -0.0622
C -3.775 1.385 -2.410 0.010 -0.009 -0.008 -0.0292
C 4.773 -2.856 4.101 0.003 0.002 0.016 -0.0635
C 3.505 -2.262 -0.220 -0.012 0.082 0.004 -0.2859
C 4.184 -2.852 2.846 -0.004 -0.007 -0.068 -0.0849
H 4.560 -0.589 0.623 0.008 0.022 -0.002 0.1024
C 2.750 1.535 2.188 0.038 0.029 0.036 -0.1755
C -0.696 1.491 3.705 -0.011 0.036 -0.001 -0.1566
C 2.993 -2.159 2.639 0.009 -0.020 -0.031 -0.2800
C 4.538 -1.323 -0.173 -0.035 -0.024 -0.023 -0.0783
H -0.858 -6.898 0.463 0.000 0.003 0.000 0.1084
H 0.132 3.257 -3.636 -0.005 0.011 0.006 0.1127
H 4.653 -2.152 6.122 -0.004 -0.007 -0.003 0.1099
C -2.146 0.213 -0.923 -0.024 -0.048 0.051 -0.1617
C -2.366 -0.663 0.257 0.102 0.039 -0.125 -0.2000
N -1.009 2.302 1.444 0.013 -0.033 0.014 0.0001
C 5.496 -2.289 -2.152 0.019 0.004 -0.001 -0.0667
N 0.745 3.156 -2.846 0.042 0.008 -0.035 0.0961
C 1.526 2.160 4.580 -0.020 -0.021 0.005 -0.0365
C 2.403 -1.469 3.694 0.019 -0.035 -0.052 -0.0755
C 0.865 -6.015 1.383 0.006 -0.009 0.001 -0.0656
C 3.000 -1.464 4.943 0.009 0.021 0.058 -0.0618
N -0.804 1.782 -1.941 0.229 0.051 -0.032 0.0221
H -4.524 0.986 4.100 0.003 0.002 -0.004 0.1103
C 3.509 1.980 3.259 0.020 0.012 -0.033 -0.0706
C 5.533 -1.341 -1.134 0.006 0.003 -0.012 -0.0636
C -0.263 -6.001 0.575 -0.008 0.010 -0.009 -0.0710
C -3.371 -0.968 -2.730 0.007 0.009 -0.008 -0.0377
C -4.944 0.183 -4.132 -0.004 0.006 -0.004 -0.0679
N -1.065 0.934 -0.915 -0.113 -0.147 0.179 -0.1582
H -3.560 2.310 -1.892 -0.001 0.001 0.004 0.1120
C -2.945 1.671 2.822 -0.025 -0.009 -0.020 -0.0316
C -3.115 0.216 -2.042 0.014 0.005 -0.004 -0.1968
C -4.694 1.364 -3.446 -0.002 -0.007 0.002 -0.0622
C -1.475 -1.493 2.233 -0.087 -0.021 -0.049 -0.1026
H -4.322 -1.324 -0.289 -0.006 -0.001 0.011 0.1226
S 1.559 2.083 -0.569 -0.184 0.195 -0.206 0.6904
H 1.035 2.423 5.510 -0.005 -0.007 -0.004 0.1162
C 4.183 -2.161 5.147 0.019 -0.004 -0.003 -0.0632
C -1.226 0.942 4.868 -0.035 0.005 0.046 -0.0218
H 1.148 -6.920 1.904 -0.001 0.003 -0.003 0.1098
H 3.255 1.280 1.264 0.000 -0.015 -0.016 0.0459
H 2.677 -3.941 -1.274 0.015 -0.001 -0.013 0.1037
C 1.367 1.386 2.281 -0.273 -0.091 0.150 -0.3061
H -0.632 -1.501 2.906 0.050 0.032 0.059 0.1091
C 2.895 2.302 4.461 0.018 0.000 0.011 -0.0764
H -1.505 -4.829 -0.726 0.001 0.003 0.003 0.1050
C -3.456 1.121 3.991 -0.002 -0.003 -0.008 -0.0716
C 0.757 1.693 3.509 0.107 -0.017 0.035 -0.2144
C 4.471 -3.219 -2.205 -0.005 -0.005 0.009 -0.0664
N -1.363 -0.712 1.165 -0.216 0.196 -0.003 -0.0469
H 5.699 -3.392 4.261 0.001 -0.001 -0.013 0.1102
H -4.464 -1.900 -4.319 -0.001 0.003 0.003 0.1097
C -3.528 -1.391 0.440 -0.001 0.010 -0.022 0.0156
C 0.404 2.324 -1.855 -0.162 -0.105 0.063 -0.7974
H -5.211 2.273 -3.724 0.002 -0.001 0.002 0.1097
H -0.394 3.101 1.594 0.049 -0.043 -0.003 0.1189
H -2.849 -1.876 -2.452 -0.001 -0.004 -0.006 0.1194
H -4.553 -2.770 1.726 0.006 -0.001 -0.006 0.1200
H -2.658 -2.885 3.349 0.011 0.003 -0.003 0.1201
H 3.479 2.667 5.296 -0.003 0.003 -0.001 0.1079
H 1.501 -0.902 3.520 -0.084 0.065 0.021 0.0747
H -2.985 0.318 5.923 -0.005 0.002 0.000 0.1089
C -4.279 -0.981 -3.779 0.004 -0.005 0.007 -0.0634
C 1.632 -4.867 1.528 0.001 -0.006 0.027 -0.0629
H 4.660 -3.375 2.023 -0.001 0.015 0.039 0.1139
H -1.748 2.598 0.813 0.027 0.002 -0.054 0.1092
C 0.132 -3.688 0.060 0.019 -0.033 0.018 -0.1028
C -2.595 0.753 5.013 0.033 0.012 -0.022 -0.0703
C -1.580 1.838 2.688 -0.016 0.055 0.040 -0.2594
H -0.553 0.637 5.662 -0.013 0.039 -0.022 0.1185